<P>
{"formula": "C3H4BrNO", "method": "the ωB97M-V functional and the def2-TZVPD basis", "species": ["Br", "O", "N", "C", "C", "C", "H", "H", "H", "H"], "positions_angstrom": [[-2.333, 1.431, 0.024], [0.775, -0.444, -1.374], [-0.637, -0.519, -1.286], [0.292, 0.472, 0.665], [-0.984, 0.068, 0.133], [1.252, 0.136, -0.217], [-1.453, -0.595, 0.867], [-1.086, -0.047, -2.087], [2.310, -0.001, -0.093], [0.318, 0.896, 1.619]], "smiles": "Br[C@@H]1C=CON1", "homo_lumo_gap_ev": 9.52, "total_charge": 0, "lumo_energy_ha": 0.0324}

=====

<Q>
{"formula": "C3H4BrNO", "method": "the ωB97M-V functional and the def2-TZVPD basis", "species": ["Br", "O", "N", "C", "C", "C", "H", "H", "H", "H"], "positions_angstrom": [[-1.014, -0.320, -2.247], [-0.843, 0.468, 0.624], [1.651, -1.831, -0.100], [0.335, 1.242, 0.570], [-0.703, -0.850, -0.352], [0.558, -1.520, -0.254], [1.218, 0.673, 0.531], [0.276, 1.766, 1.518], [0.103, 1.956, -0.234], [-1.582, -1.583, -0.056]], "smiles": "CO[C@@H](Br)C#N", "homo_lumo_gap_ev": 10.77, "total_charge": 0, "lumo_energy_ha": 0.0019}

=====

Structures ranked by computed energy, the most stable listed first: <Q>, <P>.